(1)
Below is a 15-piece molecular cluster, C73H180F24N11O6P4 overall in a non-equilibrium geometry, with properties calculated with wB97M-V/def2-TZVPD.

For the energy relative to the best compared isomer or geometry (same formula, charge and spin), the calculation gives 0.00 kJ/mol. As for the total charge: +7. The spin multiplicity is 1.

Each line ends with the Löwdin charge.
Element x y z (Å)
C 11.148 19.785 17.120  -0.095
C 11.782 19.313 15.814  -0.241
C 11.754 20.480 14.820  -0.194
C 12.471 20.268 13.484  -0.094
N 12.154 21.313 12.405  -0.251
C 10.768 21.076 11.782  -0.058
C 11.008 20.145 10.578  -0.123
C 12.516 19.908 10.503  -0.143
C 13.086 21.088 11.245  -0.114
C 12.315 22.718 12.927  0.033
H 11.773 20.490 17.683  0.058
H 10.907 18.966 17.800  0.084
H 10.204 20.291 16.926  0.078
H 11.232 18.447 15.431  0.117
H 12.819 18.976 15.968  0.095
H 12.276 21.303 15.319  0.088
H 10.705 20.771 14.671  0.123
H 12.235 19.302 13.037  0.131
H 13.552 20.344 13.632  0.119
H 10.368 22.042 11.473  0.140
H 10.092 20.675 12.529  0.126
H 10.638 20.625 9.669  0.131
H 10.451 19.212 10.635  0.122
H 12.874 19.898 9.473  0.135
H 12.783 18.966 10.989  0.109
H 13.073 22.015 10.666  0.146
H 14.104 21.003 11.635  0.133
H 11.434 22.987 13.503  0.100
H 12.429 23.388 12.081  0.117
H 13.207 22.751 13.549  0.078
C 16.751 15.072 18.066  -0.099
C 16.138 15.558 19.377  -0.231
C 15.527 16.967 19.410  -0.158
C 16.523 18.087 19.123  -0.099
N 15.951 19.547 19.298  -0.202
C 17.051 20.555 18.846  -0.085
C 16.774 21.875 19.571  -0.143
C 16.075 21.448 20.876  -0.122
C 15.785 19.926 20.786  -0.064
C 14.710 19.760 18.466  0.025
H 17.197 14.082 18.207  0.059
H 17.587 15.704 17.745  0.061
H 16.001 14.992 17.271  0.073
H 16.916 15.484 20.146  0.099
H 15.361 14.860 19.703  0.111
H 15.100 17.121 20.410  0.104
H 14.692 17.002 18.703  0.121
H 16.954 18.062 18.116  0.117
H 17.407 18.048 19.767  0.099
H 17.093 20.591 17.746  0.127
H 17.972 20.106 19.242  0.116
H 16.115 22.520 18.996  0.076
H 17.702 22.430 19.732  0.116
H 15.143 21.993 20.979  0.098
H 16.715 21.625 21.753  0.094
H 14.797 19.633 21.152  0.109
H 16.561 19.368 21.322  0.109
H 14.604 20.824 18.273  0.088
H 13.827 19.331 18.938  0.108
H 14.849 19.280 17.488  0.101
C 20.390 12.646 20.479  -0.089
C 19.991 13.334 19.179  -0.238
C 21.093 13.354 18.068  -0.160
C 22.410 13.971 18.624  -0.080
N 23.563 14.233 17.582  -0.224
C 23.836 13.005 16.723  -0.108
C 25.274 13.086 16.198  -0.127
C 25.988 14.077 17.131  -0.130
C 24.958 14.407 18.224  -0.080
C 23.284 15.411 16.649  0.035
H 21.277 13.102 20.939  0.055
H 20.563 11.573 20.344  0.097
H 19.612 12.726 21.236  0.049
H 19.704 14.379 19.384  0.095
H 19.083 12.889 18.761  0.094
H 20.715 13.989 17.260  0.086
H 21.282 12.345 17.699  0.115
H 22.839 13.331 19.400  0.126
H 22.168 14.946 19.053  0.102
H 23.084 13.000 15.928  0.134
H 23.680 12.147 17.377  0.139
H 25.308 13.445 15.166  0.121
H 25.734 12.108 16.137  0.128
H 26.339 14.948 16.568  0.122
H 26.910 13.680 17.565  0.133
H 25.058 15.397 18.675  0.136
H 25.018 13.661 19.017  0.134
H 23.989 15.362 15.826  0.110
H 23.381 16.360 17.168  0.093
H 22.274 15.302 16.274  0.070
C 26.589 18.026 24.759  -0.091
C 25.332 18.828 25.086  -0.238
C 24.468 19.113 23.821  -0.189
C 23.090 19.614 24.196  -0.116
N 22.115 19.708 22.978  -0.175
C 22.478 20.873 22.065  -0.079
C 21.184 21.513 21.545  -0.115
C 20.070 21.009 22.480  -0.138
C 20.767 20.142 23.527  -0.108
C 22.059 18.386 22.079  -0.078
C 21.816 17.055 22.795  -0.212
C 21.890 15.891 21.802  -0.090
H 27.059 18.407 23.851  0.080
H 26.360 16.975 24.569  0.078
H 27.327 18.107 25.557  0.089
H 25.637 19.799 25.489  0.118
H 24.708 18.330 25.846  0.115
H 24.344 18.179 23.260  0.105
H 24.992 19.869 23.213  0.134
H 23.099 20.612 24.650  0.140
H 22.603 18.936 24.896  0.128
H 23.134 20.545 21.265  0.139
H 23.039 21.575 22.677  0.138
H 20.975 21.223 20.516  0.090
H 21.280 22.597 21.563  0.125
H 19.314 20.467 21.913  0.100
H 19.546 21.834 22.960  0.087
H 20.210 19.262 23.862  0.121
H 21.032 20.744 24.399  0.112
H 23.006 18.411 21.544  0.123
H 21.262 18.563 21.353  0.118
H 20.786 17.035 23.186  0.099
H 22.503 16.947 23.644  0.114
H 22.824 15.874 21.226  0.080
H 21.093 16.017 21.063  0.063
H 21.794 14.934 22.332  0.085
C 16.893 11.804 21.465  -0.112
C 15.479 12.004 21.988  -0.236
C 15.348 13.072 23.063  -0.180
C 16.414 12.908 24.138  -0.105
N 16.324 14.009 25.228  -0.193
C 17.436 13.817 26.301  -0.068
C 16.793 14.345 27.560  -0.136
C 15.266 14.143 27.402  -0.120
C 15.019 13.726 25.971  -0.090
C 16.302 15.445 24.709  -0.107
C 17.510 15.791 23.854  -0.210
C 17.402 17.235 23.344  -0.092
H 17.573 11.246 22.118  0.086
H 17.345 12.789 21.263  0.056
H 16.893 11.238 20.534  0.075
H 15.029 11.060 22.324  0.129
H 14.826 12.295 21.160  0.103
H 14.345 13.042 23.496  0.127
H 15.448 14.062 22.601  0.106
H 17.420 12.955 23.718  0.118
H 16.306 11.971 24.684  0.144
H 18.341 14.342 26.004  0.118
H 17.677 12.758 26.366  0.142
H 17.000 15.413 27.658  0.109
H 17.178 13.853 28.450  0.131
H 14.739 15.058 27.679  0.123
H 14.862 13.408 28.093  0.130
H 14.208 14.243 25.449  0.142
H 14.834 12.658 25.877  0.139
H 16.207 16.096 25.588  0.144
H 15.373 15.519 24.137  0.130
H 17.525 15.111 22.995  0.100
H 18.436 15.659 24.420  0.104
H 17.741 17.949 24.106  0.061
H 16.368 17.465 23.053  0.070
H 18.017 17.374 22.450  0.061
C 18.882 27.297 16.949  -0.024
C 18.654 25.817 16.737  -0.291
C 19.548 24.828 17.470  -0.176
O 19.170 23.536 17.032  -0.184
C 20.012 22.539 17.578  -0.092
N 17.170 25.518 17.027  0.231
H 16.626 26.369 16.902  0.154
H 16.877 24.770 16.375  0.094
H 17.008 25.186 17.984  0.115
H 19.882 27.611 16.632  0.105
H 18.845 27.588 18.018  0.094
H 18.176 27.857 16.310  0.103
H 18.737 25.582 15.679  0.152
H 19.458 24.937 18.567  0.131
H 20.575 25.104 17.161  0.156
H 19.490 21.588 17.562  0.061
H 20.295 22.776 18.614  0.080
H 20.936 22.407 16.994  0.109
C 17.565 17.909 14.165  -0.019
C 18.228 16.707 14.842  -0.290
C 17.444 15.398 14.591  -0.199
O 18.121 14.309 15.174  -0.206
C 17.656 12.999 14.830  -0.053
N 19.717 16.565 14.413  0.253
H 20.124 15.747 14.885  0.146
H 19.762 16.392 13.406  0.177
H 20.254 17.406 14.665  0.163
H 17.415 17.761 13.093  0.097
H 18.137 18.826 14.296  0.087
H 16.580 18.051 14.610  0.091
H 18.319 16.863 15.912  0.099
H 17.255 15.237 13.518  0.139
H 16.469 15.597 15.081  0.127
H 17.502 12.900 13.749  0.096
H 16.705 12.746 15.335  0.077
H 18.416 12.304 15.177  0.099
C 12.945 23.743 19.374  -0.017
C 13.252 24.581 18.147  -0.284
C 12.376 24.365 16.896  -0.206
O 11.125 24.898 17.184  -0.178
C 10.036 24.156 16.650  -0.052
N 13.283 26.039 18.637  0.241
H 13.948 26.094 19.430  0.126
H 13.533 26.724 17.916  0.179
H 12.374 26.376 18.961  0.173
H 11.926 23.877 19.741  0.106
H 13.671 23.962 20.169  0.074
H 13.039 22.688 19.109  0.082
H 14.293 24.411 17.831  0.122
H 12.345 23.278 16.688  0.119
H 12.821 24.834 16.006  0.127
H 9.985 24.260 15.561  0.094
H 9.121 24.570 17.058  0.104
H 10.131 23.097 16.944  0.089
C 12.158 10.198 13.585  -0.032
C 12.736 11.256 14.463  -0.301
C 13.729 10.697 15.499  -0.172
O 14.207 11.808 16.209  -0.229
C 14.823 11.631 17.482  -0.067
N 13.409 12.308 13.547  0.227
H 12.733 12.911 13.064  0.177
H 13.961 12.949 14.135  0.152
H 13.957 11.828 12.825  0.174
H 11.499 10.605 12.821  0.102
H 11.561 9.522 14.193  0.113
H 12.923 9.597 13.089  0.107
H 11.965 11.823 14.989  0.163
H 14.553 10.153 14.996  0.151
H 13.130 10.014 16.123  0.158
H 14.077 11.349 18.234  0.103
H 15.274 12.601 17.711  0.065
H 15.610 10.864 17.460  0.102
C 12.088 27.317 25.435  -0.028
C 13.531 27.067 25.057  -0.279
C 13.859 25.544 25.024  -0.188
O 13.317 24.968 23.859  -0.198
C 13.662 23.589 23.649  -0.062
N 13.826 27.802 23.731  0.236
H 13.914 28.804 23.927  0.180
H 14.710 27.524 23.276  0.138
H 13.073 27.638 23.055  0.168
H 11.844 28.383 25.417  0.102
H 11.927 26.953 26.446  0.105
H 11.407 26.749 24.795  0.102
H 14.222 27.533 25.771  0.159
H 13.412 25.112 25.931  0.142
H 14.959 25.389 25.069  0.127
H 12.944 23.232 22.909  0.096
H 13.554 23.010 24.584  0.098
H 14.700 23.547 23.279  0.062
C 18.873 23.139 25.367  -0.020
C 17.598 22.583 25.933  -0.302
C 16.852 21.673 24.961  -0.218
O 15.593 21.329 25.486  -0.180
C 15.141 20.081 24.928  -0.045
N 17.845 21.862 27.261  0.244
H 17.009 21.314 27.517  0.178
H 18.664 21.249 27.279  0.175
H 17.998 22.557 28.006  0.189
H 19.554 22.335 25.064  0.064
H 19.379 23.769 26.096  0.106
H 18.646 23.762 24.502  0.104
H 16.895 23.378 26.212  0.163
H 17.475 20.770 24.763  0.130
H 16.758 22.259 24.027  0.124
H 14.172 19.842 25.358  0.104
H 15.873 19.299 25.170  0.076
H 15.014 20.155 23.841  0.087
P 12.037 18.090 22.512  0.125
F 12.286 18.262 24.103  -0.167
F 12.639 19.579 22.255  -0.201
F 13.624 17.564 22.317  -0.241
F 11.709 17.995 20.942  -0.168
F 11.563 16.584 22.700  -0.132
F 10.571 18.653 22.732  -0.122
P 15.967 22.555 15.122  0.189
F 15.542 22.253 13.598  -0.124
F 14.945 21.413 15.619  -0.163
F 17.183 21.509 15.034  -0.136
F 16.320 22.737 16.712  -0.193
F 16.960 23.783 14.725  -0.133
F 14.821 23.674 15.429  -0.167
P 16.764 26.007 21.114  0.229
F 17.137 26.983 22.329  -0.124
F 17.119 27.165 20.030  -0.146
F 18.279 25.377 21.006  -0.167
F 16.216 25.050 19.854  -0.215
F 16.424 24.797 22.122  -0.169
F 15.191 26.501 21.205  -0.196
P 20.648 18.070 18.010  0.242
F 19.396 18.410 16.999  -0.176
F 21.771 18.265 16.849  -0.145
F 20.790 19.604 18.511  -0.141
F 21.839 17.557 19.020  -0.169
F 19.564 17.792 19.207  -0.183
F 20.420 16.539 17.499  -0.180

***

(2)
Below is a 8-piece molecular cluster, C73H82INO4 overall in a non-equilibrium geometry, with properties calculated with wB97M-V/def2-TZVPD.

As for the total charge: 0. As for the SMILES: CC[C@H](I)c1cc(OC[C@@H](C)CC(C)C)c2c(c1CC=O)C(=O)c1cccc(CCCCCN)c1C2=O.c1ccccc1.c1ccccc1.c1ccccc1.c1ccccc1.c1ccccc1.c1ccccc1.c1ccccc1. The spin multiplicity is 1.

Each line ends with the Löwdin charge.
Element x y z (Å)
C -6.183 5.559 0.832  -0.154
C -4.952 4.989 -0.075  -0.282
C -3.932 4.219 0.896  -0.637
I -3.079 5.543 2.456  0.988
C -2.815 3.357 0.158  -0.156
C -2.557 1.918 0.745  0.065
C -1.491 0.937 0.211  -0.133
O -1.302 -0.371 0.782  -0.109
C -2.570 -1.101 0.794  -0.164
C -2.443 -2.628 0.330  -0.299
C -1.087 -3.346 0.882  -0.086
C -3.665 -3.493 0.928  -0.171
C -4.982 -3.508 0.015  -0.393
C -4.742 -3.922 -1.514  -0.099
C -5.854 -2.132 0.132  -0.096
C -0.613 1.401 -0.973  0.049
C -0.861 2.816 -1.618  0.030
C -1.956 3.796 -1.056  -0.059
C -2.136 5.235 -1.716  -0.103
C -1.774 6.456 -0.715  -0.238
O -2.493 7.484 -0.655  -0.036
C 0.077 3.161 -2.865  -0.262
O -0.300 3.683 -3.940  0.049
C 1.624 2.731 -2.688  -0.032
C 2.760 3.686 -3.131  -0.005
C 4.218 3.215 -2.903  -0.043
C 4.470 1.816 -2.257  -0.029
C 3.327 0.846 -1.808  -0.106
C 3.674 -0.550 -1.126  -0.140
C 4.306 -0.226 0.349  -0.176
C 3.312 -0.942 1.406  -0.219
C 3.586 -0.544 2.936  -0.185
C 2.847 0.893 3.178  -0.276
N 2.764 1.268 4.621  -0.044
C 1.874 1.321 -2.028  0.014
C 0.567 0.483 -1.587  -0.226
O 0.471 -0.763 -1.696  0.052
H -5.832 6.385 1.558  0.044
H -6.653 4.741 1.483  0.071
H -6.963 6.078 0.154  0.084
H -5.450 4.292 -0.840  0.127
H -4.498 5.933 -0.563  0.091
H -4.576 3.469 1.497  0.079
H -3.202 1.581 1.637  0.119
H -2.938 -1.121 1.889  0.137
H -3.371 -0.618 0.124  0.129
H -2.382 -2.739 -0.816  0.137
H -1.131 -3.415 2.036  0.090
H -1.045 -4.441 0.513  0.084
H -0.137 -2.840 0.499  0.068
H -3.910 -3.083 1.981  0.118
H -3.361 -4.595 1.103  0.119
H -5.674 -4.324 0.464  0.125
H -5.712 -4.208 -2.048  0.070
H -4.297 -3.023 -2.068  0.077
H -4.052 -4.836 -1.552  0.087
H -5.698 -1.621 1.145  0.077
H -6.974 -2.408 0.045  0.070
H -5.564 -1.488 -0.764  0.073
H -1.485 5.411 -2.648  0.120
H -3.225 5.301 -2.097  0.123
H -0.862 6.346 -0.030  0.124
H 2.553 4.710 -3.575  0.103
H 5.063 3.931 -3.210  0.099
H 5.577 1.547 -2.094  0.103
H 4.545 -1.000 -1.740  0.120
H 2.793 -1.259 -1.007  0.100
H 5.377 -0.645 0.454  0.099
H 4.345 0.893 0.575  0.103
H 2.255 -0.565 1.148  0.101
H 3.300 -2.078 1.245  0.116
H 4.687 -0.436 3.215  0.108
H 3.039 -1.286 3.631  0.095
H 1.763 0.723 2.814  0.112
H 3.419 1.652 2.545  0.113
H 1.869 0.958 5.036  0.049
H 2.725 2.303 4.708  0.068
C 6.958 0.512 -4.758  -0.100
C 5.713 -0.065 -4.991  -0.096
C 5.611 -1.205 -5.781  -0.088
C 6.754 -1.768 -6.343  -0.092
C 7.998 -1.185 -6.117  -0.091
C 8.100 -0.047 -5.324  -0.093
H 7.038 1.397 -4.136  0.088
H 4.822 0.375 -4.555  0.084
H 4.641 -1.657 -5.959  0.102
H 6.674 -2.658 -6.957  0.092
H 8.888 -1.620 -6.560  0.083
H 9.071 0.405 -5.146  0.100
C 1.543 -1.572 6.622  -0.091
C 1.298 -2.792 5.999  -0.095
C 0.725 -3.837 6.716  -0.097
C 0.400 -3.664 8.058  -0.099
C 0.653 -2.447 8.683  -0.098
C 1.223 -1.400 7.965  -0.092
H 1.984 -0.754 6.061  0.066
H 1.554 -2.927 4.953  0.091
H 0.531 -4.787 6.229  0.099
H -0.049 -4.478 8.616  0.099
H 0.405 -2.314 9.731  0.100
H 1.418 -0.451 8.452  0.101
C -1.682 10.678 4.237  -0.094
C -1.918 9.450 3.626  -0.086
C -2.486 8.410 4.353  -0.137
C -2.816 8.594 5.692  -0.091
C -2.571 9.818 6.306  -0.098
C -2.006 10.861 5.578  -0.098
H -1.244 11.492 3.668  0.101
H -1.659 9.305 2.582  0.103
H -2.674 7.453 3.874  -0.102
H -3.261 7.783 6.258  0.101
H -2.822 9.961 7.352  0.100
H -1.817 11.817 6.056  0.099
C 7.663 -2.300 2.591  -0.098
C 8.858 -1.877 3.165  -0.096
C 9.963 -1.616 2.361  -0.098
C 9.875 -1.782 0.982  -0.098
C 8.683 -2.214 0.409  -0.096
C 7.576 -2.471 1.213  -0.109
H 6.799 -2.497 3.218  0.098
H 8.928 -1.750 4.241  0.101
H 10.894 -1.284 2.809  0.100
H 10.736 -1.577 0.355  0.099
H 8.615 -2.349 -0.666  0.101
H 6.646 -2.806 0.765  0.096
C -10.788 -0.073 2.466  -0.096
C -10.217 -0.325 1.223  -0.096
C -9.011 0.275 0.875  -0.102
C -8.378 1.131 1.770  -0.100
C -8.953 1.391 3.011  -0.097
C -10.157 0.787 3.359  -0.096
H -11.725 -0.547 2.739  0.101
H -10.713 -0.991 0.523  0.098
H -8.565 0.076 -0.093  0.097
H -7.436 1.598 1.501  0.091
H -8.462 2.063 3.706  0.099
H -10.604 0.988 4.327  0.101
C -9.812 -4.272 -2.609  -0.097
C -8.896 -5.003 -1.858  -0.105
C -8.321 -6.153 -2.389  -0.103
C -8.664 -6.576 -3.670  -0.096
C -9.587 -5.850 -4.417  -0.097
C -10.160 -4.697 -3.887  -0.096
H -10.256 -3.372 -2.197  0.096
H -8.630 -4.675 -0.858  0.094
H -7.604 -6.721 -1.805  0.100
H -8.214 -7.471 -4.085  0.100
H -9.860 -6.182 -5.413  0.100
H -10.877 -4.130 -4.471  0.100
C 10.601 -3.773 -7.934  -0.102
C 11.422 -4.801 -7.480  -0.096
C 10.923 -6.095 -7.371  -0.096
C 9.601 -6.362 -7.713  -0.096
C 8.777 -5.333 -8.158  -0.095
C 9.277 -4.039 -8.271  -0.110
H 10.992 -2.766 -8.025  0.100
H 12.452 -4.592 -7.211  0.100
H 11.565 -6.896 -7.020  0.100
H 9.212 -7.371 -7.631  0.100
H 7.744 -5.539 -8.419  0.101
H 8.635 -3.237 -8.620  0.096

***

Kohn-Sham gap, record by record: 9.338 7.664 eV
HOMO, record by record: -20.68 -8.96 eV